Entry 1:
Below is C14H27N7O7Tl as an isolated structure at a distorted geometry, with properties calculated with ωB97M-V/def2-TZVPD.

## Properties
* charge: +1
* F_max: 0.069 Eh/bohr
* multiplicity: 1
* electronic energy: -1631.6736 Eh

Geometry as XYZ:
```
56
Properties=species:S:1:pos:R:3:forces:R:3
H -1.1773 -2.1129 -4.7314 -0.1 0.1 0.3
C 1.0732 -1.0551 -3.7241 -1.9 -0.2 0.4
H 0.5358 -3.6658 -0.1921 0.9 -0.6 0.6
H -3.0907 3.8990 2.1559 -0.1 -0.1 -0.2
C 3.2992 -1.1869 0.0173 1.5 -0.1 0.2
C 0.0963 -0.6529 2.8633 -1.0 0.2 -3.0
C -1.3076 -1.9593 -3.6550 -0.2 -0.1 -0.2
H -4.2038 1.2395 -2.1616 0.1 0.2 0.0
H -3.3759 2.5907 -2.9653 -0.1 -0.1 0.2
O 3.3764 0.7411 2.6772 0.2 0.2 -0.7
C -1.8064 1.9002 -0.8897 0.1 -0.2 -0.6
N -0.6423 2.8250 2.3213 -0.2 0.0 0.0
O 1.3535 -4.0981 0.1501 -0.8 0.3 -0.1
H -1.3717 -0.3291 4.3948 0.1 -0.2 -0.2
H 1.9568 -0.2804 -5.4942 -0.3 -0.1 0.1
H 0.6015 -1.4058 -5.7681 0.1 0.2 0.1
N -0.0806 -0.7345 1.5455 0.5 0.1 2.8
N -3.0870 2.4833 -0.8855 0.1 -0.1 0.0
Tl 1.3699 0.8498 -0.5726 -0.6 0.5 0.4
H 3.9282 -2.0565 0.2690 -0.2 0.3 -0.1
C -1.4732 2.7557 1.2549 0.6 -0.3 -0.1
O 4.0797 0.0710 0.2759 -0.6 -1.3 -0.8
H 0.2168 2.2800 2.3211 -0.3 0.2 -0.1
H 3.0116 -1.2587 -1.0391 0.2 0.0 0.5
C -3.9182 2.2933 -2.0617 -0.2 -0.2 -0.4
H -1.7164 -2.8760 -3.2113 0.1 0.3 0.0
H -2.0312 -1.1441 -3.4984 0.2 -0.2 0.0
C -3.5486 3.1903 0.1769 0.7 -0.1 0.3
C 0.9761 -0.5987 -5.1262 0.2 -0.1 -0.6
N 2.1005 0.4131 2.2699 -0.9 -0.9 2.2
O 3.0956 -0.1269 -3.4358 -1.7 -1.7 0.7
H 3.8827 0.6205 1.8137 -0.5 0.3 1.0
H 0.8033 0.6616 5.2367 0.2 -0.2 -0.1
H 1.8510 -0.7733 5.1957 0.0 0.3 -0.1
N -1.0079 2.1217 0.1859 -0.2 -0.2 0.0
H -1.0536 -1.6835 0.2736 -0.6 0.6 1.8
H 2.5369 0.8262 4.8151 -0.2 -0.2 0.1
C -0.0110 -1.6196 -3.0139 0.7 0.4 -1.3
C 1.6497 0.1945 4.7127 0.4 -0.1 0.2
H -4.8161 2.9039 -1.9516 0.1 -0.1 -0.1
H 4.8467 0.0797 -0.3191 -0.3 0.0 0.3
H 1.0683 -4.6901 0.8651 0.1 0.3 -0.4
O -0.7038 -2.4448 -1.0470 2.0 1.8 -2.3
O -1.2719 -1.2868 1.1962 0.0 -0.8 -1.4
H -1.5927 -1.8248 3.4411 0.2 0.2 0.2
C -0.8495 -1.1627 3.8985 -0.3 -0.2 0.0
H -0.3054 -1.7174 4.6752 -0.1 0.2 -0.2
H -0.9583 3.2277 3.1908 0.1 -0.1 -0.2
O -1.4455 1.2251 -1.8731 -0.3 0.5 0.9
H -4.5499 3.6053 0.0608 0.3 -0.1 0.2
H 0.2728 0.2441 -5.2159 0.1 -0.2 0.2
N 2.2291 -0.9110 -2.9881 2.3 1.8 -0.5
H 2.4335 -1.1996 0.6851 0.3 0.1 -0.1
C -2.7638 3.3474 1.2829 -0.6 0.2 -0.1
C 1.3247 0.0177 3.2704 1.8 1.0 -1.9
N 0.1905 -1.7518 -1.6722 -1.8 -1.9 1.9
```
Positions in Å, forces in eV/Å.


Entry 2:
Below is a 5-piece molecular cluster, C6H21NO5 overall at a distorted geometry, with properties calculated with ωB97M-V/def2-TZVPD.

## Properties
* SMILES: CC(C)[C@@H](C)NC=O.O.O.O.O
* F_max: 0.121 Eh/bohr
* multiplicity: 1
* electronic energy: -672.0648 Eh

Geometry as XYZ:
```
33
Properties=species:S:1:pos:R:3:forces:R:3
H 4.0611 -0.5762 0.9139 -4.2 -0.2 -1.1
C -0.8999 -0.1464 -1.3938 1.0 5.6 -2.4
H -1.3836 -1.2849 -3.1519 1.1 -1.0 -1.2
H -0.0764 4.7460 1.6050 -0.4 0.5 -1.0
H 0.6883 0.1719 0.1002 0.2 -0.6 -3.2
C 0.6667 -0.0207 -1.1092 -0.9 -2.1 2.0
H 2.4282 -1.7392 2.6092 0.2 0.6 -0.6
H -2.6650 -0.8857 -0.5760 2.2 -0.8 -0.1
H -0.9391 0.4904 -3.4436 1.3 0.5 -1.4
O 3.0227 -0.7387 0.6443 3.7 1.0 1.3
H 1.6407 -2.7769 3.2107 -0.1 -3.4 1.5
H 3.1319 3.0993 -0.1630 1.1 2.6 -2.8
O 1.5333 -1.9398 2.8824 -0.4 2.8 -0.9
H 1.1581 0.8078 -1.5722 0.2 0.4 -0.5
C -1.4854 -1.1014 -0.5098 -5.4 -0.3 2.8
H 1.2369 -1.0253 -1.3663 -1.0 2.1 0.6
O -0.7716 4.3632 1.0548 0.4 -2.4 4.1
H -1.5683 -3.0088 -1.4811 -0.8 -0.8 -2.3
H -1.7234 -3.1258 0.2143 1.2 0.7 -0.8
C -1.9773 0.1525 1.6317 3.4 -3.6 -2.1
H -0.5203 -1.2843 1.3284 1.3 -0.9 1.1
C -1.1978 -2.5744 -0.6281 0.2 0.4 1.8
H -1.3576 0.9927 -1.1741 1.2 -3.0 0.2
H 2.5610 0.1298 0.7401 1.0 -0.7 -0.2
H -0.1133 -2.6264 -0.6720 0.2 -0.8 0.5
C -1.3978 -0.2601 -2.8843 -1.2 -0.7 2.3
H -1.6268 0.1798 2.6298 0.2 0.3 1.6
H -0.9468 4.6906 0.2329 0.0 2.0 -3.1
N -1.2246 -0.7783 0.8875 -1.6 1.7 0.6
O -2.8244 0.7661 1.1118 -3.1 2.4 -0.8
O 2.8694 2.5086 0.4617 1.4 -4.1 1.2
H -2.4760 -0.0741 -3.0595 0.2 0.3 1.0
H 2.1772 2.8686 0.9264 -2.6 1.4 1.6
```
Positions in Å, forces in eV/Å.


Entry 3:
Below is C28H23Co2N2O6S as an isolated structure at a distorted geometry, with properties calculated with ωB97M-V/def2-TZVPD.

## Properties
* charge: -1
* F_max: 0.104 Eh/bohr
* multiplicity: 1
* electronic energy: -4805.2700 Eh

Geometry as XYZ:
```
62
Properties=species:S:1:pos:R:3:forces:R:3
H -0.2915 2.7255 -2.0671 0.0 0.3 0.1
H -0.0513 4.4504 -1.6658 0.0 -0.2 0.0
C 0.0276 -0.8032 -2.6630 -1.9 1.2 -4.9
C -2.0395 0.4384 -1.1667 -1.2 0.8 -0.9
O 1.4001 -4.5124 -3.6308 -0.1 0.6 0.5
H 2.7538 1.2799 5.1639 0.1 -0.4 -0.1
C 0.7606 0.8929 -0.9012 -0.8 -1.0 -0.3
C 0.4007 3.0638 2.1677 -0.4 0.5 0.5
H -2.3642 4.7830 0.0691 0.2 0.0 0.0
O -1.0564 -1.2734 1.8017 0.0 0.4 -0.3
C 3.6058 -2.0142 4.6466 -0.2 0.1 -0.3
C 1.4366 0.6335 1.3393 -1.3 2.4 -1.5
Co 0.7795 -2.2394 -1.9255 4.0 -2.9 0.9
C -2.5365 -2.7118 -3.8477 -0.2 -0.2 0.4
C 1.5810 2.5024 2.9213 0.3 -0.5 0.0
H 1.1918 0.5717 -3.7323 0.0 0.6 0.2
H -1.6843 3.7957 -1.9149 0.2 0.0 0.1
C -2.9710 -2.9069 -1.4551 -0.1 0.0 -0.3
H -0.6022 1.1139 -3.4040 0.3 -0.3 -0.1
H 0.3608 4.1421 2.3623 -0.1 -0.2 0.1
H -4.0278 -3.5570 -5.1381 -0.1 0.0 0.2
H -1.7304 4.3615 1.6554 0.1 0.2 -0.1
H -5.5219 -4.2456 -3.2448 0.1 0.0 -0.1
H 3.8192 -0.6832 6.3359 -0.1 0.0 -0.3
C 0.6113 -3.1135 -0.4081 -0.1 -1.8 0.8
H 4.0598 -2.8648 5.1581 -0.1 0.3 -0.1
H -2.6308 -2.7533 -0.4260 -0.1 0.1 -0.4
H 1.3181 3.3911 0.2336 -0.1 0.0 0.1
C 0.4625 2.8551 0.6775 0.7 -0.8 -0.2
H -0.5269 2.6108 2.5574 0.3 0.1 -0.1
H -1.5383 2.4471 0.0990 0.1 0.1 0.0
C 3.1643 -2.1702 3.3213 0.0 0.3 0.2
C 2.3027 -1.3979 -1.9502 2.1 -0.1 -0.4
C 2.4639 0.1455 3.3469 -0.7 0.4 0.1
O 0.5139 -3.8210 0.5054 0.0 1.0 -0.8
H 3.2477 -3.1083 2.7723 0.1 0.2 0.3
C -4.5687 -3.7623 -3.0468 0.0 0.1 0.0
C -0.7614 -1.0227 0.6998 -0.8 -0.8 0.9
H 1.3902 2.5263 3.9946 0.0 0.0 0.0
N 1.7892 1.0955 2.5452 0.5 0.2 1.0
C 0.2507 0.4492 -3.2181 -1.1 -3.0 -2.4
S 2.0209 -0.9410 1.0193 0.3 -0.5 0.4
C 2.5926 -1.0721 2.6835 0.5 0.3 -0.1
O 1.5815 1.3819 -1.6583 0.4 0.8 1.8
H -1.8579 -2.4022 -4.6465 -0.3 -0.1 0.2
C -1.4507 4.5172 0.6098 -0.1 0.2 0.2
C 1.1511 -3.5961 -2.9726 0.0 -1.1 -1.1
H -4.8084 -3.8538 -0.8779 0.1 0.0 -0.4
Co -0.5974 -0.4437 -0.9467 0.0 1.7 3.8
C -3.7428 -3.3608 -4.1051 0.0 0.0 0.3
H -0.7488 5.3581 0.5262 -0.2 0.0 0.2
O -3.0727 0.9570 -1.2984 0.3 -0.2 0.4
C -0.6912 3.5699 -1.5050 0.0 -0.1 -0.5
C 3.4689 -0.7827 5.3092 -0.1 0.0 -0.4
O 3.3670 -0.9627 -2.0851 -1.1 -0.1 0.1
C -0.8337 3.2785 -0.0211 -0.5 -0.2 0.0
C 2.8848 0.3185 4.6622 0.1 -0.3 0.1
C -0.9257 -1.7586 -2.2109 -2.0 1.4 -0.2
N 0.7159 1.3913 0.4542 2.6 0.6 3.1
C -4.1831 -3.5393 -1.7194 0.4 0.1 -0.2
C -2.1563 -2.4568 -2.5170 0.1 -0.1 -0.4
H 2.4975 3.0830 2.7316 -0.2 -0.2 0.0
```
Positions in Å, forces in eV/Å.


Entry 4:
Below is one molecule with the formula C3H6ClN3 at a distorted geometry, with properties calculated with ωB97M-V/def2-TZVPD.

## Properties
* SMILES: NN/C=N\C=C/Cl
* F_max: 0.039 Eh/bohr
* multiplicity: 1
* electronic energy: -742.3031 Eh

Geometry as XYZ:
```
13
Properties=species:S:1:pos:R:3:forces:R:3
C 0.9939 0.3295 -1.0628 0.9 1.4 -0.8
H -0.0265 -1.5074 0.6678 -0.8 -0.6 0.4
H 2.0189 -1.3592 -0.8951 1.5 -0.9 -0.8
C -0.7581 1.2193 0.2804 -1.0 -1.4 0.2
Cl -2.1950 -0.8500 -0.7424 0.1 0.1 0.3
C -1.8237 0.3819 0.4282 0.5 1.5 0.1
H 0.9148 -0.5246 1.4525 0.5 0.2 -0.3
N 0.9445 -1.2963 0.7885 -0.4 0.3 -0.7
H 1.7105 0.5649 -1.8890 -0.9 -0.3 0.3
N 1.2947 -0.8431 -0.5155 -0.8 -0.1 1.9
N 0.1923 1.2534 -0.7122 -0.1 0.1 -0.1
H -2.5829 0.6134 1.1991 0.5 -0.5 -0.7
H -0.6834 2.0182 1.0007 0.0 0.2 0.2
```
Positions in Å, forces in eV/Å.


Entry 5:
Below is C12H17BrIrNO7P as an isolated structure at a distorted geometry, with properties calculated with ωB97M-V/def2-TZVPD.

## Properties
* charge: +2
* F_max: 0.110 Eh/bohr
* ⟨S²⟩: 8.78
* multiplicity: 6
* electronic energy: -4067.7437 Eh

Geometry as XYZ:
```
40
Properties=species:S:1:pos:R:3:forces:R:3
H 2.9959 3.4683 -2.5474 -0.5 -1.1 0.3
C -0.4652 -4.3637 2.1681 -1.2 -1.2 -0.6
Br -2.5914 -4.3663 0.2522 1.8 0.9 1.0
C 0.1606 -0.0754 2.2818 1.1 -1.6 1.2
Ir -0.8351 1.0805 -0.2502 -0.2 1.8 -1.7
C -2.5113 1.9615 -2.4336 -1.3 0.6 1.4
O 2.2576 0.3792 -0.1226 -1.9 0.1 -1.3
H 1.4296 -2.6363 -2.2088 0.6 -0.1 0.0
H 1.2867 3.3877 -2.0093 -0.1 0.3 -0.1
O -1.2682 1.5760 -2.1237 1.0 -0.7 1.9
C 0.4103 -2.3059 3.1634 1.2 -2.0 2.1
H 2.6270 1.3484 1.6252 1.0 0.4 -1.0
H -0.6270 -5.4266 2.2499 -0.1 -0.1 -0.2
H -4.3258 1.6873 -1.2675 1.2 0.7 0.8
H -1.3296 -1.6229 0.3751 -0.6 0.3 -0.7
N -2.6151 2.1786 0.1213 -0.8 1.2 -1.6
C 0.3017 -3.7018 3.1695 0.7 1.5 -0.4
C -3.4312 2.3780 -1.1261 -0.2 -1.9 -2.7
O 1.0147 -0.6269 -2.3282 0.2 1.0 3.8
C 2.0267 2.9272 -2.6570 -0.2 0.7 -0.8
C -1.1535 -3.5858 1.2621 -1.9 -0.1 -1.4
O 2.0482 1.4973 -2.3990 -1.5 0.2 2.0
O -2.9014 1.9539 -3.5416 -0.5 0.3 -0.3
H 3.9059 1.5729 0.1473 -0.7 -0.4 1.2
H 0.3099 -2.1487 -0.9849 -0.8 0.1 -0.1
H 0.9877 -1.8784 4.0097 -0.5 0.1 -0.9
H 0.8280 -4.3962 3.7623 0.7 0.0 1.3
O -0.5992 0.7870 1.6220 -0.1 0.3 -0.4
H -3.8388 3.3868 -1.3453 0.7 -0.4 0.7
H 2.5128 2.5203 0.2633 -1.0 0.0 -0.3
C 2.8561 1.5306 0.5412 1.2 -0.1 0.6
O 1.1057 0.2086 3.0177 -1.3 0.4 -1.2
H 1.7263 3.0242 -3.7118 0.0 0.1 0.5
H 1.9105 -1.6178 -0.7393 1.0 -0.6 0.1
C 1.2046 -1.8482 -1.5073 -0.6 0.5 -1.0
C -0.8987 -2.1866 1.1567 -1.7 -1.7 -1.8
P 1.1600 0.6962 -1.2790 3.7 -1.6 -3.9
C -0.1681 -1.5244 2.1634 1.8 2.7 2.2
H -3.0511 1.6028 0.8325 -0.6 0.5 0.3
H -2.4561 3.1584 0.3981 0.3 -0.9 0.9
```
Positions in Å, forces in eV/Å.


Entry 6:
Below is a 5-piece molecular cluster, H10O5 overall, with properties calculated with ωB97M-V/def2-TZVPD.

## Properties
* SMILES: O.O.O.O.O
* F_max: 0.006 Eh/bohr
* multiplicity: 1
* electronic energy: -382.1729 Eh

Geometry as XYZ:
```
15
Properties=species:S:1:pos:R:3:forces:R:3
H 15.9718 10.5041 18.7991 0.1 0.1 0.2
H 12.5440 4.4690 17.1785 0.0 0.2 0.2
O 14.5469 3.8143 23.0054 0.2 -0.1 0.0
H 15.9034 10.3234 17.2976 0.1 0.0 -0.2
O 12.6062 3.8695 16.4349 0.1 0.0 -0.2
H 12.1820 3.0667 16.7377 -0.1 -0.2 0.0
H 12.6476 7.7836 19.7644 0.2 0.2 -0.1
H 11.5029 7.4119 20.6827 -0.2 0.1 0.2
O 15.4331 10.1215 18.1065 -0.2 -0.1 0.0
O 12.2100 7.0309 20.1621 0.0 -0.3 0.0
H 9.2883 9.7601 24.7040 0.0 0.0 0.3
O 9.5581 9.7951 23.7863 0.2 -0.1 -0.1
H 8.7589 10.0192 23.3096 -0.2 0.1 -0.2
H 14.1092 4.3920 22.3801 -0.1 0.2 -0.2
H 13.9237 3.7249 23.7264 -0.1 0.0 0.2
```
Positions in Å, forces in eV/Å.